(1)
50
Properties=species:S:1:pos:R:3 method="wB97M-V/def2-TZVPD" gap_ha=0.3348 charge=+1 smiles="CCN(CC)S(=O)(=O)c1cccc(C(=O)NN2Cc3ccccc3C2=[NH2+])c1" lumo_energy_ev=-3.5
C -4.9861 -1.4608 0.3005
C -3.9197 -1.0047 -0.6872
N -3.0197 -0.0147 -0.1224
C -3.1431 1.3903 -0.4400
C -4.3609 2.0379 0.2093
S -1.7592 -0.5871 0.7144
O -2.1147 -1.6846 1.5558
O -1.0596 0.5141 1.3587
C -0.5185 -1.1940 -0.4535
C -0.3290 -0.6734 -1.7179
C 0.7982 -1.0438 -2.4383
C 1.7727 -1.8399 -1.8561
C 1.5946 -2.3231 -0.5646
C 2.6759 -3.0381 0.1883
O 2.9900 -4.1875 0.1093
N 3.2836 -2.1899 1.1221
N 3.2261 -0.8198 0.9996
C 4.1107 -0.1020 0.0851
C 3.4621 1.2404 -0.0046
C 3.8209 2.3696 -0.7094
C 3.0047 3.4893 -0.6050
C 1.8588 3.4817 0.1834
C 1.4961 2.3578 0.9049
C 2.3153 1.2393 0.8050
C 2.2106 -0.0586 1.4303
N 1.3170 -0.4101 2.3237
C 0.4121 -2.0443 0.1089
H -4.5101 -1.8869 1.1788
H -5.6122 -0.6292 0.6092
H -5.6128 -2.2174 -0.1639
H -4.3774 -0.5741 -1.5814
H -3.3134 -1.8652 -0.9900
H -2.2324 1.8610 -0.0662
H -3.1871 1.5166 -1.5292
H -4.3470 3.1080 0.0208
H -5.2810 1.6290 -0.1984
H -4.3441 1.8703 1.2827
H -1.0555 0.0028 -2.1395
H 0.9354 -0.6834 -3.4456
H 2.6673 -2.0899 -2.4067
H 4.0797 -2.5776 1.6216
H 5.1240 -0.0494 0.4973
H 4.1600 -0.6115 -0.8815
H 4.7048 2.3863 -1.3268
H 3.2647 4.3828 -1.1511
H 1.2479 4.3690 0.2360
H 0.6020 2.3349 1.5066
H 0.4236 0.0971 2.3373
H 1.3298 -1.3403 2.7176
H 0.1946 -2.4771 1.0726



(2)
50
Properties=species:S:1:pos:R:3 method="wB97M-V/def2-TZVPD" s2=3.78 gap_ha="0.3124 / 0.2036" charge=+4 de_lowest_ev=0.000 lumo_energy_ev="-13.9 / -16.7" multiplicity=4
N -1.5969 -1.5774 1.8059
C -1.8667 -2.3757 2.6081
C -2.1913 -3.3896 3.5969
H -1.2660 -3.8171 4.0089
H -2.7712 -4.1971 3.1302
H -2.7758 -2.9438 4.4103
N -2.1302 0.9026 -2.5037
C -2.8772 1.3304 -3.2757
C -3.7553 1.6277 -4.3764
H -4.3301 0.7219 -4.6208
H -3.1585 1.9058 -5.2562
H -4.4495 2.4427 -4.1465
N 2.5267 1.1449 -0.8855
C 3.6871 1.2163 -0.8898
C 5.1373 1.3028 -0.9114
H 5.4490 2.3481 -1.0212
H 5.5305 0.7161 -1.7518
H 5.5511 0.8975 0.0225
Re -0.9535 0.3011 -1.2238
C -0.1412 2.0439 -1.2475
O 0.2463 3.1472 -1.3413
C -2.3071 0.6087 0.1041
O -3.2042 0.8620 0.8167
C -1.2868 -2.2766 -1.3639
C 0.0219 -2.3306 -0.8571
C 1.0618 -1.6561 -1.5112
C 0.8044 -0.9329 -2.6891
C -0.4394 -1.1087 -3.3346
C -1.4879 -1.7776 -2.6712
H -2.1148 -2.6382 -0.7503
H 0.1876 -2.8604 0.0787
H 2.0683 -1.6257 -1.1005
H 1.5751 -0.2706 -3.0896
H -0.5817 -0.7224 -4.3455
H -2.4527 -1.9164 -3.1595
C 0.3392 3.0656 3.6852
C 0.5968 1.8776 2.8637
C 1.4058 0.7636 3.0065
C 1.2051 -0.0230 1.8608
N 0.3177 0.5836 1.0550
N -0.0255 1.7146 1.6879
C 1.9095 -1.2917 1.6802
H -0.0544 2.8108 4.6743
H 1.2432 3.6594 3.8532
H -0.3904 3.7034 3.1909
H 2.0734 0.4818 3.7976
H -0.6873 2.4020 1.3447
H 2.9882 -1.0997 1.7100
H 1.7145 -1.9226 2.5547
H 1.6550 -1.8282 0.7770



(3)
53
Properties=species:S:1:pos:R:3 method="wB97M-V/def2-TZVPD" gap_ha=0.2901 charge=0 smiles="COCCNC(=O)c1onc(CSc2nc3ccccc3[nH]2)c1C(=O)NCCOC" de_lowest_ev=20.163 lumo_energy_ev=-0.5
C 5.3302 -0.1507 -0.1091
O 4.3903 0.8554 0.4585
C 3.9708 1.8897 -0.3342
C 3.1824 3.0743 0.6064
N 2.2539 2.2956 1.2462
C 1.0975 2.1852 0.8069
O 0.5300 2.9420 -0.3799
C -0.0316 1.5945 1.4821
O 0.2787 1.4113 2.9825
N -0.5869 0.6509 3.2944
C -1.5052 0.2212 2.3417
C -2.7025 -0.6592 2.7904
S -2.3632 -2.3982 2.6072
C -1.2343 -2.2791 1.1187
N -0.3127 -1.6251 0.9779
C 0.4014 -1.8730 -0.2411
C 1.5021 -1.2022 -0.7799
C 1.9236 -1.7335 -2.1811
C 0.8860 -2.4769 -2.9326
C -0.1741 -3.0175 -2.3313
C -0.7154 -2.3894 -1.1589
N -1.6835 -2.8875 -0.1183
C -1.2575 0.8633 1.3369
C -2.0765 0.8162 0.0587
O -2.9303 -0.2184 -0.0307
N -1.7562 1.6014 -0.8258
C -2.4376 1.4701 -2.1464
C -1.8869 0.6521 -3.2365
O -0.6978 0.9191 -4.0214
C 0.3893 1.4921 -3.4296
H 6.0632 0.3297 -0.5915
H 5.6247 -0.7084 0.6044
H 4.5233 -0.6277 -0.8914
H 3.4792 1.4105 -1.1963
H 4.7806 2.4059 -0.9743
H 3.8534 3.3259 1.3437
H 2.7340 3.7229 -0.3143
H 2.3795 1.6664 2.0901
H -2.9387 -0.4830 3.9336
H -3.4359 -0.3689 2.3174
H 2.1379 -0.6987 -0.2826
H 2.6833 -1.3567 -2.4952
H 1.2399 -2.6816 -3.8281
H -1.0653 -3.5062 -3.0197
H -2.4421 -3.2947 -0.1484
H -1.1240 2.1352 -0.7590
H -3.5193 0.9381 -2.1719
H -2.5325 2.5379 -2.7273
H -2.4189 0.1587 -3.8947
H -1.2463 -0.2958 -2.5495
H 0.9004 0.6046 -2.9553
H 0.2670 2.2029 -2.5998
H 1.2973 1.6204 -4.2510



(4)
51
Properties=species:S:1:pos:R:3 method="wB97M-V/def2-TZVPD" gap_ha=0.3427 charge=0 smiles="Cc1nc2c(ncn2-c2ccccc2)c(=O)n1NC(=O)CN1CCN(C)CC1" de_lowest_ev=0.330 lumo_energy_ev=0.7
C -0.5656 -0.1038 -2.1684
C 0.5681 -0.3140 -1.2306
N 1.7155 0.2187 -1.5110
C 2.7075 -0.0290 -0.6331
C 2.6122 -0.8366 0.5036
N 3.8247 -0.8827 1.1349
C 4.6119 -0.1518 0.4127
N 4.0029 0.4008 -0.6892
C 4.5907 1.2353 -1.6532
C 5.9530 1.1403 -1.9189
C 6.5283 1.9759 -2.8586
C 5.7545 2.8999 -3.5404
C 4.3965 2.9836 -3.2823
C 3.8100 2.1581 -2.3408
C 1.3662 -1.4440 0.8340
O 1.0472 -2.1970 1.7311
N 0.3649 -1.0709 -0.1146
N -0.8932 -1.6026 0.1786
C -1.9144 -0.7791 0.6142
O -1.9015 0.4126 0.4388
C -3.0322 -1.5873 1.2530
N -4.2927 -0.8808 1.2767
C -5.4115 -1.7700 1.5302
C -6.7164 -0.9921 1.4055
N -6.7398 0.0844 2.3757
C -8.0001 0.7921 2.3646
C -5.6183 0.9717 2.1292
C -4.3112 0.1997 2.2484
H -0.1817 0.3219 -3.0898
H -1.2871 0.5825 -1.7262
H -1.0733 -1.0455 -2.3678
H 5.6378 0.0352 0.6577
H 6.5575 0.4080 -1.4060
H 7.5859 1.8992 -3.0618
H 6.2086 3.5490 -4.2737
H 3.7878 3.6992 -3.8140
H 2.7531 2.2128 -2.1383
H -0.7643 -2.4776 0.6886
H -3.1588 -2.5070 0.6750
H -2.6863 -1.8699 2.2679
H -5.4000 -2.5764 0.7922
H -5.3550 -2.2125 2.5404
H -7.5582 -1.6606 1.6026
H -6.8051 -0.6078 0.3732
H -8.8035 0.0924 2.5919
H -8.2134 1.2691 1.3945
H -7.9812 1.5628 3.1338
H -5.6358 1.7715 2.8731
H -5.6756 1.4237 1.1235
H -3.4764 0.8684 2.0427
H -4.2172 -0.1939 3.2765



Please write out number 2 again, unchanged.
50
Properties=species:S:1:pos:R:3 method="wB97M-V/def2-TZVPD" s2=3.78 gap_ha="0.3124 / 0.2036" charge=+4 de_lowest_ev=0.000 lumo_energy_ev="-13.9 / -16.7" multiplicity=4
N -1.5969 -1.5774 1.8059
C -1.8667 -2.3757 2.6081
C -2.1913 -3.3896 3.5969
H -1.2660 -3.8171 4.0089
H -2.7712 -4.1971 3.1302
H -2.7758 -2.9438 4.4103
N -2.1302 0.9026 -2.5037
C -2.8772 1.3304 -3.2757
C -3.7553 1.6277 -4.3764
H -4.3301 0.7219 -4.6208
H -3.1585 1.9058 -5.2562
H -4.4495 2.4427 -4.1465
N 2.5267 1.1449 -0.8855
C 3.6871 1.2163 -0.8898
C 5.1373 1.3028 -0.9114
H 5.4490 2.3481 -1.0212
H 5.5305 0.7161 -1.7518
H 5.5511 0.8975 0.0225
Re -0.9535 0.3011 -1.2238
C -0.1412 2.0439 -1.2475
O 0.2463 3.1472 -1.3413
C -2.3071 0.6087 0.1041
O -3.2042 0.8620 0.8167
C -1.2868 -2.2766 -1.3639
C 0.0219 -2.3306 -0.8571
C 1.0618 -1.6561 -1.5112
C 0.8044 -0.9329 -2.6891
C -0.4394 -1.1087 -3.3346
C -1.4879 -1.7776 -2.6712
H -2.1148 -2.6382 -0.7503
H 0.1876 -2.8604 0.0787
H 2.0683 -1.6257 -1.1005
H 1.5751 -0.2706 -3.0896
H -0.5817 -0.7224 -4.3455
H -2.4527 -1.9164 -3.1595
C 0.3392 3.0656 3.6852
C 0.5968 1.8776 2.8637
C 1.4058 0.7636 3.0065
C 1.2051 -0.0230 1.8608
N 0.3177 0.5836 1.0550
N -0.0255 1.7146 1.6879
C 1.9095 -1.2917 1.6802
H -0.0544 2.8108 4.6743
H 1.2432 3.6594 3.8532
H -0.3904 3.7034 3.1909
H 2.0734 0.4818 3.7976
H -0.6873 2.4020 1.3447
H 2.9882 -1.0997 1.7100
H 1.7145 -1.9226 2.5547
H 1.6550 -1.8282 0.7770